ORCA calculation (wB97M-V/def2-TZVPD) on C33H57N4OOsP2S as an isolated structure in a non-equilibrium geometry.

## Properties
Lowest unoccupied orbital energy (spin up / spin down): -8.426 / -12.522 eV
Frontier orbital gap (spin up / spin down): 5.12 / 5.28 eV
HOMO (spin up / spin down): -0.498 / -0.654 Ha

Geometry as ORCA input:
```
! wB97M-V def2-TZVPD RIJCOSX def2/J DEFGRID3
* xyz 3 5
C -2.11450 1.09361 -2.07183
C -2.41148 -1.13751 -1.34936
C -3.23380 1.00144 -2.89642
C -3.65800 -1.18679 -2.02246
C -4.04766 -0.13281 -2.81933
H -3.45543 1.84263 -3.54178
H -4.23253 -2.10500 -1.91697
H -4.98423 -0.16802 -3.37103
N -1.73600 0.06236 -1.30360
P -0.42934 2.49811 -0.34793
P -0.15401 -2.30160 -0.11141
C -1.25761 2.34004 -2.01900
H -0.50118 2.26531 -2.81435
H -1.85695 3.22353 -2.27469
C -1.77928 -2.25828 -0.79736
H -2.32371 -3.21035 -0.87922
C 0.60821 -3.41541 -1.53320
C -0.26348 -3.44427 1.45212
C 1.13516 3.55852 -0.67566
C -1.82784 3.47790 0.52845
C 2.12206 -3.21619 -1.46032
H 2.54602 -3.52850 -0.49684
H 2.61177 -3.80093 -2.25580
H 2.36483 -2.15751 -1.61031
C 0.23830 -4.90147 -1.45043
H 0.62747 -5.41324 -0.56533
H -0.84752 -5.04748 -1.52174
H 0.67697 -5.40420 -2.32815
C 0.04175 -2.94765 -2.87801
H 0.54498 -3.48253 -3.69619
H -1.03423 -3.14231 -2.95747
H 0.19543 -1.87250 -3.03168
C 1.14227 -3.99770 1.73103
H 1.88193 -3.18657 1.78912
H 1.12658 -4.51099 2.70551
H 1.47371 -4.72926 0.98608
C -0.69650 -2.62464 2.67120
H -0.00585 -1.79597 2.86844
H -1.71516 -2.23443 2.56930
H -0.68212 -3.28501 3.55317
C -1.30672 -4.56110 1.31806
H -1.11547 -5.26823 0.50906
H -1.28780 -5.13852 2.25559
H -2.31453 -4.14689 1.19592
C -1.41530 3.71165 1.99051
H -2.22479 4.26596 2.48946
H -1.28909 2.76411 2.53196
H -0.50013 4.31234 2.08712
C -3.13948 2.67195 0.52112
H -3.50838 2.49454 -0.49571
H -3.04861 1.71778 1.04597
H -3.89820 3.26497 1.05429
C -2.14028 4.82352 -0.15544
H -3.11995 5.16335 0.21463
H -1.41961 5.60712 0.09744
H -2.22301 4.74889 -1.24608
C 1.47439 3.49753 -2.16787
H 0.72236 3.99064 -2.79845
H 2.43036 4.01743 -2.33882
H 1.59353 2.45573 -2.48043
C 2.32055 2.96822 0.10391
H 2.53128 1.93404 -0.19436
H 3.21437 3.57233 -0.11329
H 2.15449 2.98497 1.18920
C 0.99081 5.03149 -0.27614
H 0.28589 5.56847 -0.92190
H 0.71798 5.16201 0.77847
H 1.97393 5.50898 -0.41607
Os -0.12643 0.13025 0.09196
C -1.19316 0.21564 1.56839
O -1.82998 0.27090 2.56434
N 1.07434 0.32135 -1.64026
C 1.49659 -0.30885 -2.54763
C 2.55230 -0.30280 -3.67067
C 2.19112 -1.31836 -4.74760
C 2.61080 1.08214 -4.31300
C 3.92600 -0.62307 -3.07654
H 2.22072 -2.34021 -4.34904
H 1.18955 -1.10410 -5.14648
H 2.92115 -1.24521 -5.56549
H 3.05578 1.81450 -3.62757
H 3.25262 1.06336 -5.20476
H 1.61048 1.40756 -4.62971
H 4.68711 -0.59631 -3.86837
H 4.20488 0.12322 -2.31688
H 3.94807 -1.62067 -2.62464
C 2.40779 -1.60037 4.22369
N 1.83878 -0.26578 4.08630
C 1.45949 0.52820 5.16132
C 0.97056 1.68501 4.64987
N 1.01562 1.56122 3.27147
C 1.53589 0.35929 2.92212
S 1.79954 -0.23568 1.32652
H 1.61597 -2.35953 4.29924
H 3.04593 -1.82017 3.36235
H 3.00082 -1.62770 5.14302
H 1.58608 0.19072 6.17330
H 0.58243 2.56320 5.12964
H 0.75581 2.28480 2.60726
*
```

ORCA calculation (wB97M-V/def2-TZVPD) on C33H57NP2Sm as an isolated structure in a non-equilibrium geometry.

## Properties
Lowest unoccupied orbital energy (spin up / spin down): -4.414 / -4.494 eV
Frontier orbital gap (spin up / spin down): 3.43 / 2.84 eV
HOMO (spin up / spin down): -0.288 / -0.269 Ha

Geometry as ORCA input:
```
! wB97M-V def2-TZVPD RIJCOSX def2/J DEFGRID3
* xyz 1 6
Sm -0.14740 0.00814 -0.93168
C -2.01865 1.62525 -0.09161
C -2.56965 0.76122 -1.09878
C -2.19745 -0.49732 0.80393
C -1.81436 0.84651 1.08880
C -2.63614 -0.56597 -0.55700
C -1.91654 3.10636 -0.19368
H -1.59863 3.41344 -1.19806
H -1.19755 3.52080 0.52493
H -2.89561 3.57782 0.00013
C -1.53714 1.38810 2.44432
H -1.50678 2.48394 2.44096
H -0.58744 1.01740 2.84565
H -2.32320 1.09246 3.15547
C -2.40715 -1.58150 1.80057
H -3.46089 -1.90563 1.79993
H -2.16690 -1.24502 2.81783
H -1.80061 -2.47142 1.57461
C -3.16750 -1.78096 -1.23133
H -4.26778 -1.82373 -1.17753
H -2.77161 -2.69635 -0.76970
H -2.88880 -1.80360 -2.29087
C -3.10393 1.23108 -2.39588
H -4.11711 1.65438 -2.29166
H -3.14970 0.41571 -3.12373
H -2.46882 2.01836 -2.82007
C 1.52433 0.47940 -2.83373
C 0.44296 1.32254 -3.01191
C -0.21037 1.53672 -4.35588
C -1.08470 0.38953 -4.92698
C -1.14735 -0.87584 -4.12079
C -0.08829 -1.68560 -3.96008
C 1.24509 -1.42644 -4.59718
C 2.12846 -0.33802 -3.94998
H 0.55269 1.77615 -5.11565
H -0.73312 0.18018 -5.95548
H -0.84088 2.43750 -4.28218
H 2.47731 0.32759 -4.75751
H 2.23597 0.63961 -2.00178
H 0.27502 2.17474 -2.32455
H 3.03984 -0.81806 -3.55793
H 1.80985 -2.37262 -4.58198
H -0.20598 -2.69208 -3.56237
H 1.12436 -1.17398 -5.66432
H -2.11375 0.76847 -5.04457
H -2.15885 -1.22171 -3.89795
P 1.69874 1.96491 0.32138
C 1.51938 2.70036 1.98222
H 2.37280 3.35577 2.20853
H 1.50358 1.86702 2.70344
H 0.59156 3.27762 2.06718
C 3.33100 1.17947 0.60372
H 4.06322 1.92724 0.94146
H 3.70031 0.69639 -0.31023
H 3.20382 0.41919 1.38580
C 2.08453 3.45929 -0.67709
H 2.45034 3.16747 -1.67001
H 2.83476 4.08137 -0.16905
H 1.16179 4.04171 -0.81178
P 1.10405 -2.58937 -0.32412
C -0.03208 -3.85402 -1.03816
H 0.52765 -4.75400 -1.31644
H -0.54491 -3.46914 -1.92634
H -0.80592 -4.10305 -0.30148
C 2.61408 -2.80533 -1.34504
H 2.38643 -2.70992 -2.41465
H 3.06237 -3.78976 -1.14715
H 3.33757 -2.02460 -1.07436
C 1.60202 -3.41934 1.23427
H 2.19696 -4.31898 1.01429
H 0.70430 -3.70317 1.80428
H 2.19196 -2.72204 1.84533
C 3.30900 2.35889 5.99520
N 4.26754 1.44780 5.45733
C 5.47817 1.25455 6.18752
C 4.02952 0.76139 4.21606
C 2.84805 -0.17039 4.25401
C 2.76603 -1.13950 5.28747
C 1.63064 -1.95032 5.38922
C 0.61777 -1.86090 4.43306
C 0.76505 -0.96499 3.34183
C 1.83609 -0.11660 3.33170
H 3.83026 3.05668 6.67068
H 2.52983 1.84312 6.58391
H 2.80418 2.92674 5.19832
H 6.19020 0.68606 5.57426
H 5.91270 2.22827 6.47073
H 5.29444 0.69298 7.12197
H 3.87833 1.51031 3.41881
H 4.94812 0.19402 3.99233
H 3.58713 -1.22141 6.00268
H 1.55278 -2.66100 6.21412
H -0.27615 -2.48077 4.50520
H 0.02407 -0.97776 2.53266
*
```

ORCA calculation (wB97M-V/def2-TZVPD) on a 10-piece molecular cluster, C33H58B2Br2Cl18F9NO4S overall in a non-equilibrium geometry.

## Properties
SMILES: C#CC[C@@](CCC(F)(F)C(F)(F)S(F)(F)(F)(F)F)(OCCCCCC)[C@@H](O[C@](CCN)(B(C)O)/C(Br)=C(/C)Br)B(O)CC.ClCCl.ClCCl.ClCCl.ClCCl.ClCCl.ClCCl.ClCCl.ClCCl.ClCCl
Lowest unoccupied orbital energy: 0.048 eV
Frontier orbital gap: 8.38 eV
HOMO: -0.306 Ha

Geometry as ORCA input:
```
! wB97M-V def2-TZVPD RIJCOSX def2/J DEFGRID3
* xyz 0 1
C 1.00730 5.49819 1.44150
C 0.72913 4.53812 2.14026
C 0.53438 3.31911 2.91940
C 0.41511 2.01987 2.11482
C -0.13918 0.93922 3.09468
C -0.72388 -0.25891 2.34966
C -1.15177 -1.42574 3.27261
F -2.40351 -1.81757 3.05220
F -1.16545 -0.93191 4.54151
C -0.13933 -2.59603 3.32904
F 1.06580 -2.08889 3.24976
F -0.19058 -3.20908 4.49165
S -0.32012 -3.90346 1.97776
F -1.67932 -4.38460 2.58144
F 0.48530 -4.94168 2.87367
F 1.07549 -3.50245 1.31954
F -1.01285 -2.89914 0.99251
F -0.46175 -5.03390 0.88620
O -0.48050 2.08136 1.01769
C -1.72482 2.68800 1.26108
C -2.56011 2.53987 -0.03641
C -3.93866 1.88284 0.22522
C -4.09707 0.56342 -0.55549
C -4.47120 0.87205 -2.03927
C -3.29676 0.48051 -2.98223
C 1.73737 1.53086 1.47611
O 2.06910 2.44244 0.46022
C 2.88762 1.98514 -0.63321
C 3.11085 0.47820 -0.71288
C 1.87331 -0.27126 -1.28380
N 2.07749 -0.80013 -2.63401
B 4.28314 2.81419 -0.44204
C 5.58838 2.13886 0.13597
O 4.28632 4.14782 -0.79518
C 2.24453 2.60014 -1.90362
Br 0.67464 3.68964 -1.66800
C 2.68028 2.51074 -3.14775
C 2.00174 3.17751 -4.31427
Br 4.28198 1.56628 -3.58395
B 2.88710 1.30382 2.58059
O 3.49786 2.40340 3.11005
C 3.39388 -0.12323 3.07057
C 3.13516 -0.27070 4.59019
H 1.33368 6.22432 0.75296
H 1.30440 3.29374 3.68618
H -0.40459 3.45298 3.46461
H 0.56262 0.68355 3.88584
H -0.97687 1.41668 3.59920
H -0.06515 -0.67494 1.58954
H -1.64078 0.03056 1.84264
H -2.32122 2.21870 2.05529
H -1.68633 3.75939 1.46965
H -2.74404 3.50624 -0.49823
H -2.02971 1.85863 -0.69424
H -4.75019 2.55597 -0.04958
H -4.09767 1.64504 1.28334
H -4.86629 -0.05703 -0.09170
H -3.15460 0.01990 -0.45992
H -5.35306 0.28327 -2.27046
H -4.64597 1.94074 -2.11994
H -3.58471 -0.42725 -3.50956
H -3.14171 1.25416 -3.73086
H -2.38282 0.27435 -2.43440
H 1.46015 0.52378 1.14562
H 3.26025 0.01804 0.26677
H 3.99303 0.19245 -1.26420
H 0.97334 0.34642 -1.19446
H 1.67943 -1.13700 -0.64285
H 1.62497 -1.70236 -2.71677
H 1.58939 -0.21844 -3.30323
H 5.78580 1.16128 -0.29653
H 5.40319 2.00450 1.20581
H 6.43464 2.80576 -0.01216
H 3.63822 4.59638 -0.23372
H 1.07463 2.68544 -4.59322
H 1.87203 4.23306 -4.11056
H 2.68184 3.13545 -5.16400
H 4.29021 2.13370 3.58803
H 2.97156 -0.92266 2.46639
H 4.47724 -0.14436 2.90047
H 3.36646 0.68607 5.06147
H 3.78999 -1.01156 5.04176
H 2.10216 -0.48533 4.84564
Cl 4.29301 -3.32821 2.48814
C 4.02888 -5.00999 2.00968
Cl 4.99929 -5.44947 0.60037
H 4.30338 -5.65381 2.83722
H 2.98097 -5.13878 1.76575
Cl -4.91296 -0.61084 2.30891
C -5.53197 -2.25851 2.14485
Cl -6.07788 -2.59784 0.49513
H -4.73886 -2.95421 2.39931
H -6.36711 -2.38403 2.82166
Cl -4.08947 -5.09841 4.59572
C -4.26387 -3.64095 5.58237
Cl -5.93203 -3.05633 5.58448
H -3.97428 -3.87146 6.60077
H -3.62355 -2.86500 5.17627
Cl -2.76808 -2.64420 -1.70789
C -3.39660 -4.29221 -1.82974
Cl -3.95323 -4.66069 -3.46726
H -2.60674 -4.98994 -1.56023
H -4.23221 -4.39429 -1.14549
Cl -2.75144 -9.38013 1.22793
C -1.86992 -7.90894 0.80788
Cl -2.65446 -7.02952 -0.51372
H -1.83214 -7.26378 1.67773
H -0.86724 -8.17826 0.49704
Cl 3.02390 -1.18306 -6.44415
C 2.11466 0.32739 -6.38820
Cl 0.49459 0.08811 -5.70924
H 2.65929 1.04084 -5.77249
H 2.00959 0.70866 -7.39780
Cl -5.22092 5.74113 1.31077
C -4.29124 5.07202 2.65565
Cl -2.60924 5.61487 2.62118
H -4.74278 5.39283 3.58711
H -4.30845 3.98883 2.58373
Cl 2.32488 5.85723 -6.46637
C 3.30252 6.90453 -5.43232
Cl 3.30697 6.34326 -3.75467
H 4.32294 6.90588 -5.79732
H 2.89123 7.90648 -5.46876
Cl 2.68729 -3.61485 -8.83452
C 0.96768 -4.01380 -8.88966
Cl -0.04170 -2.56429 -8.80882
H 0.75965 -4.53220 -9.81822
H 0.73108 -4.64954 -8.04446
*
```

ORCA calculation (wB97M-V/def2-TZVPD) on C33H58ClN6O6 as an isolated structure in a non-equilibrium geometry.

## Properties
Lowest unoccupied orbital energy: -3.160 eV
Frontier orbital gap: 8.25 eV
HOMO: -0.419 Ha

Geometry as ORCA input:
```
! wB97M-V def2-TZVPD RIJCOSX def2/J DEFGRID3
* xyz 1 1
C 5.59088 -3.70778 1.74877
C 4.49113 -2.87703 2.43896
C 3.98749 -1.70399 1.58569
C 4.94980 -0.50464 1.56306
C 4.50443 0.61703 0.59610
C 4.21865 1.97856 1.25640
C 2.74386 2.11211 1.65496
C 1.82529 2.50386 0.47203
C 0.86189 3.65187 0.76264
C -0.23966 3.27684 1.77776
C -1.69304 3.63199 1.38171
C -2.61102 2.39345 1.29009
C -2.97633 1.98180 -0.15258
C -3.15556 0.46730 -0.38126
C -1.95512 -0.30338 0.16853
C -0.64169 0.27969 -0.37347
N -0.82470 0.58113 -1.80387
C -0.39925 1.56244 -2.37779
O -0.09777 2.44887 -2.99184
C 0.39856 -0.85393 -0.25075
N -0.32352 -2.01029 0.39061
C -0.29029 -1.99232 1.91673
C 0.09684 -0.67492 2.60606
C -0.70921 -0.48450 3.89029
Cl 1.85088 -0.63215 2.98796
C 0.26887 -3.31026 -0.14131
C 1.82704 -3.54138 -0.19514
N 2.60659 -3.00978 0.88309
N 1.89029 -5.01121 -0.12869
N 2.42427 -3.07210 -1.44750
C -1.76790 -1.79715 -0.13866
N -2.76282 -2.64727 0.51184
C -4.05794 -2.61869 -0.21596
C -2.41114 -4.05978 0.69161
C -2.45562 -4.97678 -0.50608
O -2.14878 -4.44219 1.78424
H 5.49004 -4.77351 1.98215
H 5.53843 -3.60717 0.65814
H 6.59456 -3.41210 2.07111
H 4.89625 -2.45314 3.37014
H 3.65023 -3.52732 2.70561
H 3.81155 -2.04850 0.55497
H 3.02903 -1.35070 2.00672
H 5.02080 -0.11012 2.58783
H 5.95123 -0.86314 1.28807
H 5.27396 0.75707 -0.17493
H 3.60444 0.27181 0.06155
H 4.84792 2.09109 2.15125
H 4.50860 2.79174 0.57648
H 2.62177 2.82008 2.48325
H 2.41878 1.12421 2.01933
H 2.44347 2.76833 -0.39786
H 1.26403 1.60776 0.16172
H 1.44883 4.49261 1.16294
H 0.41781 4.02489 -0.17155
H -0.16498 2.19606 1.97920
H -0.00685 3.75529 2.73765
H -2.09660 4.32652 2.12845
H -1.69835 4.16649 0.42420
H -3.53048 2.58818 1.85210
H -2.07833 1.59184 1.81814
H -2.26560 2.41213 -0.86732
H -3.94061 2.45260 -0.38594
H -3.31761 0.24646 -1.44376
H -4.07165 0.16893 0.14184
H -2.01133 -0.19585 1.25602
H -0.35052 1.16322 0.20157
H 0.63398 -1.17422 -1.26974
H 1.28642 -0.55849 0.30649
H 0.39219 -2.78549 2.22940
H -1.28596 -2.29000 2.25282
H -0.06988 0.18838 1.96321
H -0.40613 0.43168 4.40203
H -0.56989 -1.33784 4.56492
H -1.77958 -0.42440 3.64725
H -0.13599 -3.41750 -1.15734
H -0.14139 -4.12151 0.45606
H 2.78640 -2.01732 0.88278
H 2.37788 -3.35387 1.80385
H 2.69095 -5.25801 0.44921
H 2.10867 -5.36327 -1.05728
H 2.87655 -2.16866 -1.33036
H 1.72245 -2.92893 -2.16788
H -1.74144 -1.89577 -1.24020
H -4.59252 -3.55268 -0.01475
H -4.68108 -1.80778 0.15680
H -3.93115 -2.53242 -1.30371
H -2.38265 -4.43974 -1.45880
H -1.63770 -5.69791 -0.42427
H -3.40128 -5.53178 -0.50303
C -2.26826 4.31075 -4.24103
C -2.41245 4.42830 -5.57157
C -3.76358 4.65156 -6.22431
O -3.76309 4.75222 -7.43620
C -4.93942 4.72556 -5.38304
C -4.79177 4.60807 -4.05641
C -3.44108 4.39833 -3.40694
O -3.43385 4.30532 -2.18784
O -5.79498 4.66219 -3.19143
O -1.41440 4.36417 -6.43264
H -1.30580 4.15801 -3.77094
H -5.90032 4.87725 -5.85392
H -5.39799 4.57235 -2.30277
H -1.80614 4.49224 -7.32175
*
```

For reference, E by record: -75007.1035, -73107.1417, -446973.6331, -68897.0559 eV.